--- A ---
Below is a single C3H9B molecule, with properties calculated with wB97M-V/def2-TZVPD.

Last columns: bonded neighbours and bond lengths (Å).
Atoms and positions in Å:
1 C -2.0165 -0.2745 -0.2684  B2 1.538, H5 1.071, H6 1.070, H7 1.146
2 B -0.6748 -0.0536 0.4499  C1 1.538, C3 1.539, H8 1.082
3 C 0.5553 -0.1207 -0.4730  B2 1.539, C4 1.531, H9 1.090, H10 1.064
4 C 1.8506 -0.1399 0.3439  C3 1.531, H11 1.124, H12 1.162, H13 1.076
5 H -2.8372 -0.5911 0.3421  C1 1.071
6 H -1.7139 -1.0182 -0.9761  C1 1.070
7 H -2.4067 0.4929 -1.0247  C1 1.146
8 H -0.4628 0.3482 1.4318  B2 1.082
9 H 0.2472 0.7673 -1.0256  C3 1.090
10 H 0.6418 -0.8965 -1.1964  C3 1.064
11 H 1.8253 -0.9168 1.1564  C4 1.124
12 H 2.7691 -0.3629 -0.3312  C4 1.162
13 H 2.1906 0.7980 0.7461  C4 1.076

Its structure (SMILES) is CBCC. The calculation puts the LUMO energy at 0.0265 hartree.

--- B ---
Below is a single C3H9B molecule, with properties calculated with wB97M-V/def2-TZVPD.

Last columns: bonded neighbours and bond lengths (Å).
Atoms and positions in Å:
1 B 1.1030 -0.5480 -1.1324  C4 1.584, H5 1.205, H6 1.210, H13 1.290
2 C 0.4728 0.5194 1.2204  C4 1.458, H7 1.184, H8 1.002, H9 1.006
3 C -1.4379 0.0984 -0.2823  C4 1.515, H10 1.213, H11 1.080, H12 1.036
4 C 0.0651 0.0552 -0.0997  B1 1.584, C2 1.458, C3 1.515
5 H 0.7444 -0.6651 -2.2769  B1 1.205
6 H 2.2157 -0.2438 -0.7662  B1 1.210
7 H 1.6317 0.3426 1.3884  C2 1.184
8 H 0.0827 -0.0052 1.9798  C2 1.002
9 H 0.1560 1.4722 1.2740  C2 1.006
10 H -1.8531 1.2185 -0.0697  C3 1.213
11 H -1.9684 -0.2479 -1.1565  C3 1.080
12 H -1.8087 -0.3658 0.5663  C3 1.036
13 H 0.5967 -1.6305 -0.6453  B1 1.290

The calculation puts the LUMO energy at 0.0019 hartree.

Which of them is most stable, and which least? Most stable: A; least stable: B.